1.
DFT (the ωB97M-V functional and the def2-TZVPD basis) results for C49H50BaN8O6P2S as an isolated structure.

The value obtained for the lowest unoccupied orbital energy is -4.8 eV. The HOMO-LUMO gap is 8.108 eV. Its net charge is +2. The calculation puts the HOMO energy at -12.90 eV.

Geometry (Å):
Ba1 1.5685 0.6502 0.8259
C1 4.6284 0.1503 2.7897
N1 4.4770 0.8937 1.5065
C2 5.0472 2.2556 1.4598
C3 4.0096 3.3120 1.4940
N2 2.7152 3.2093 1.1147
C4 2.2223 4.5642 1.1053
C5 0.9811 5.0988 0.6855
C6 0.9231 6.4738 0.5243
C7 1.9342 7.2990 0.9865
C8 3.1740 6.7725 1.4481
C9 3.2759 5.4243 1.5578
N3 4.3805 4.6081 1.7088
C10 3.5446 0.5152 3.7673
N4 2.2207 0.5538 3.5106
C11 1.5733 0.8216 4.7175
C12 0.2291 0.7984 5.0330
C13 -0.1162 0.7189 6.3699
C14 0.8310 0.7475 7.4048
C15 2.1953 0.8105 7.1070
C16 2.5448 0.8934 5.7582
N5 3.7770 0.6933 5.1215
H1 5.6510 0.2412 3.2917
H2 4.5408 -0.9567 2.6362
H3 5.0136 0.3369 0.8349
H4 5.6952 2.3590 0.5874
H5 5.7038 2.4150 2.3316
H6 0.2298 4.3979 0.3206
H7 0.0361 6.8958 0.0770
H8 1.7622 8.3696 0.8876
H9 4.0841 7.4061 1.6441
H10 5.2220 4.8424 2.2727
H11 -0.5118 0.8577 4.2228
H12 -1.1911 0.6402 6.6627
H13 0.4174 0.6120 8.3964
H14 2.9651 0.7830 7.8655
H15 4.7145 0.7785 5.5415
O1 1.4702 0.9985 -1.7529
P1 0.3968 1.2461 -2.7806
C17 -1.1449 0.4604 -2.2934
P2 -1.9926 0.7291 -0.6845
O2 -0.9599 0.9108 0.3767
C18 -3.1290 2.0565 -0.9690
C19 -4.1247 1.7611 -1.9008
C20 -5.3097 2.5256 -1.9238
C21 -5.3948 3.6570 -1.1093
C22 -4.2564 4.1267 -0.4634
C23 -3.0852 3.3558 -0.3843
C24 -2.9938 -0.7773 -0.4471
C25 -3.6888 -1.3979 -1.5410
C26 -4.6813 -2.3109 -1.3118
C27 -4.9848 -2.7675 -0.0223
C28 -4.1681 -2.3267 1.0142
C29 -3.2106 -1.3209 0.8514
C30 0.8842 0.4365 -4.2804
C31 0.7773 1.0348 -5.5354
C32 0.5566 0.2020 -6.6435
C33 0.4047 -1.1746 -6.4982
C34 0.9708 -1.7516 -5.3483
C35 1.3026 -0.9274 -4.2614
C36 0.0648 2.9986 -3.0155
C37 -0.9174 3.3054 -3.9913
C38 -1.2655 4.6344 -4.2637
C39 -0.5540 5.6860 -3.6210
C40 0.4946 5.3636 -2.7526
C41 0.8186 4.0549 -2.4351
H16 -0.8739 -0.6036 -2.2900
H17 -1.8576 0.5493 -3.1375
H18 -4.0839 0.8197 -2.5006
H19 -6.1166 2.1919 -2.6033
H20 -6.3109 4.2355 -1.0698
H21 -4.2729 5.0945 0.0217
H22 -2.1928 3.7978 0.0340
H23 -3.5114 -1.0926 -2.5739
H24 -5.2991 -2.6690 -2.1953
H25 -5.6536 -3.6103 0.1374
H26 -4.2659 -2.8210 2.0246
H27 -2.6040 -1.0225 1.6779
H28 0.8133 2.0920 -5.6758
H29 0.3405 0.7138 -7.5860
H30 -0.0077 -1.8495 -7.2664
H31 1.2085 -2.8346 -5.2494
H32 1.8603 -1.3631 -3.3920
H33 -1.4315 2.4934 -4.5390
H34 -2.1400 4.7922 -4.8802
H35 -0.9825 6.6661 -3.7473
H36 1.1057 6.1464 -2.2888
H37 1.5921 3.7660 -1.7251
C42 -4.0006 -8.1853 0.4087
C43 -2.7880 -7.6431 -0.3045
S1 -1.5814 -6.9992 0.8972
O3 -0.9208 -8.1864 1.3880
O4 -2.2695 -6.0625 1.7471
C44 -0.4162 -5.9937 0.0325
C45 0.5969 -5.5230 1.0779
N6 1.2223 -4.2556 0.6313
C46 0.9402 -2.9648 0.9567
N7 1.7853 -2.1050 0.3708
C47 2.6517 -2.8186 -0.4417
C48 2.3548 -4.1853 -0.2501
N8 3.0541 -5.2708 -0.7451
O5 2.5423 -6.3761 -0.8422
O6 4.1889 -4.9206 -1.1197
C49 -0.1576 -2.5793 1.8862
H38 -4.6794 -8.6698 -0.3198
H39 -4.5181 -7.3802 0.9075
H40 -3.6324 -8.8908 1.1870
H41 -3.0955 -6.8400 -0.9543
H42 -2.2863 -8.5149 -0.7490
H43 -0.9838 -5.1607 -0.4918
H44 0.1372 -6.6216 -0.7085
H45 1.4445 -6.2720 1.2134
H46 0.1068 -5.4023 2.0813
H47 3.4398 -2.3097 -0.9915
H48 0.3227 -2.0372 2.7606
H49 -0.6490 -3.4714 2.2436
H50 -0.8742 -1.8846 1.3725

---

2.
DFT (the ωB97M-V functional and the def2-TZVPD basis) results for one molecule with the formula C5H3N3.

The value obtained for the lowest unoccupied orbital energy is -1.5 eV. The HOMO-LUMO gap is 9.105 eV. The calculation puts the HOMO energy at -10.56 eV. Its SMILES is [H]/N=C1/C=C(C#N)C=N1.

Geometry (Å):
H1 -3.0511 -0.2293 -0.1263
N1 -2.3150 -0.9076 -0.0559
C1 -1.2501 -0.2073 -0.0540
C2 -0.0034 -0.9976 0.1082
C3 0.8884 -0.0049 -0.1426
C4 2.3122 -0.0001 -0.0569
N2 3.4575 -0.4082 -0.0019
C5 0.1459 1.3038 0.0498
N3 -1.0694 1.2503 0.0399
H2 0.1904 -2.0241 0.2557
H3 0.6945 2.2249 -0.0160

---

3.
DFT (the ωB97M-V functional and the def2-TZVPD basis) results for C37H41IrNO3P2Sb as an isolated structure.

The value obtained for the lowest unoccupied orbital energy (spin up / spin down) is -5.9 / -8.3 eV. The HOMO-LUMO gap (spin up / spin down) is 7.032 / 4.822 eV. Its net charge is +2. The spin multiplicity is 5. The calculation puts the HOMO energy (spin up / spin down) at -12.90 / -13.11 eV.

Geometry (Å):
Ir1 -0.5641 -0.0470 0.7696
N1 -3.2674 0.8827 1.6365
P1 -2.9736 -0.5304 0.7281
C1 -4.5847 -1.3160 0.4968
C2 -4.8925 -1.8986 -0.7286
C3 -6.1051 -2.5562 -0.8831
C4 -6.9993 -2.6130 0.1747
C5 -6.6880 -2.0238 1.3959
C6 -5.4760 -1.3784 1.5693
C7 -2.0937 -1.6652 1.8857
C8 -1.5759 -2.8388 1.3047
C9 -1.1657 -3.8897 2.1110
C10 -1.2809 -3.7799 3.4892
C11 -1.7811 -2.6142 4.0721
C12 -2.1698 -1.5495 3.2835
P2 -1.9095 1.8832 1.4333
C13 -1.5542 2.6727 3.0026
C14 -0.2649 3.1518 3.2304
C15 0.0160 3.8536 4.3925
C16 -0.9846 4.0594 5.3328
C17 -2.2670 3.5721 5.1118
C18 -2.5591 2.8839 3.9446
C19 -2.3452 3.1786 0.2712
C20 -1.4528 4.2409 0.1005
C21 -1.7633 5.2640 -0.7760
C22 -2.9584 5.2302 -1.4858
C23 -3.8352 4.1670 -1.3332
C24 -3.5284 3.1316 -0.4627
H1 -4.2061 1.2642 1.6866
H2 -4.1988 -1.8342 -1.5581
H3 -6.3510 -3.0158 -1.8304
H4 -7.9469 -3.1193 0.0511
H5 -7.3896 -2.0756 2.2175
H6 -5.2263 -0.9489 2.5322
H7 -1.5505 -2.9442 0.2244
H8 -0.7864 -4.7986 1.6638
H9 -0.9888 -4.6099 4.1194
H10 -1.8858 -2.5541 5.1472
H11 -2.5628 -0.6428 3.7282
H12 0.5178 2.9871 2.4952
H13 1.0110 4.2425 4.5654
H14 -0.7671 4.6058 6.2406
H15 -3.0426 3.7382 5.8470
H16 -3.5635 2.5149 3.7788
H17 -0.5215 4.2721 0.6535
H18 -1.0772 6.0896 -0.9063
H19 -3.2042 6.0362 -2.1638
H20 -4.7585 4.1389 -1.8954
H21 -4.2119 2.2967 -0.3733
O1 2.4414 2.9387 -3.1125
C25 1.2243 2.4013 -3.1549
C26 0.3843 2.8183 -4.1934
C27 -0.8897 2.3185 -4.3068
C28 -1.3763 1.3783 -3.3908
C29 -0.5560 0.9626 -2.3726
C30 0.7463 1.4637 -2.2141
C31 1.6245 1.0627 -1.1065
O2 2.7591 1.4669 -0.9595
O3 1.1323 0.2277 -0.1548
H22 2.9249 2.5586 -2.3543
H23 0.7756 3.5397 -4.8977
H24 -1.5184 2.6492 -5.1231
H25 -2.3721 0.9721 -3.4992
H26 -0.9260 0.2000 -1.6931
C32 0.0527 0.3077 5.5515
C33 1.3935 0.5220 4.8684
Sb1 1.5368 -0.0898 2.8099
C34 3.3332 0.9024 2.2175
C35 4.4146 0.7634 3.2840
C36 2.1075 -2.1589 2.8518
C37 2.5414 -2.6297 4.2365
H27 0.1280 0.5663 6.6085
H28 -0.2619 -0.7319 5.4927
H29 -0.7265 0.9315 5.1095
H30 2.1914 -0.0256 5.3714
H31 1.6662 1.5770 4.8502
H32 3.0816 1.9421 2.0085
H33 3.6158 0.4499 1.2686
H34 4.1038 1.1504 4.2542
H35 5.2943 1.3301 2.9767
H36 4.7256 -0.2744 3.4104
H37 2.9119 -2.2364 2.1187
H38 1.2604 -2.7303 2.4794
H39 3.3677 -2.0388 4.6319
H40 2.8822 -3.6648 4.1870
H41 1.7207 -2.5859 4.9545

---

4.
DFT (the ωB97M-V functional and the def2-TZVPD basis) results for one molecule with the formula C3H8N2O2.

The value obtained for the lowest unoccupied orbital energy is 0.7 eV. The HOMO-LUMO gap is 10.031 eV. The calculation puts the HOMO energy at -9.35 eV. Its SMILES is NC[C@@H](N)C(=O)O.

Geometry (Å):
N1 1.1117 -0.9998 0.9040
C1 1.0309 0.3077 0.2983
C2 -0.1891 0.3706 -0.5543
N2 -0.2422 -0.7698 -1.5832
C3 -1.3401 0.3330 0.2696
O1 -2.3381 -0.3279 0.0848
O2 -1.4079 1.1618 1.3579
H1 2.1788 -1.2352 1.4762
H2 1.1263 -1.8253 0.2908
H3 1.8260 0.5342 -0.5099
H4 1.2021 1.1211 1.1622
H5 -0.2912 1.2444 -0.9246
H6 0.5683 -0.5938 -2.4446
H7 -1.0713 -0.3681 -1.6686
H8 -2.1643 1.0472 1.8413

---

5.
DFT (the ωB97M-V functional and the def2-TZVPD basis) results for one molecule with the formula C3H4N2O3.

The value obtained for the lowest unoccupied orbital energy is 0.4 eV. The HOMO-LUMO gap is 10.363 eV. The calculation puts the HOMO energy at -10.00 eV. Its SMILES is O=C1CN=C(NO)O1.

Geometry (Å):
O1 -1.7790 0.9133 2.0409
C1 -1.0259 0.6777 0.9782
C2 -1.6273 -0.1323 -0.0218
N1 -0.4705 -0.4797 -0.8756
C3 0.5396 -0.0814 -0.3469
N2 1.8464 -0.1117 -0.7550
O2 1.7715 -1.3798 -1.4426
O3 0.3154 0.8483 0.6282
H1 -2.0974 -0.7860 0.7553
H2 -2.3704 0.5006 -0.4995
H3 2.5539 -0.3241 -0.0479
H4 2.5005 -1.0895 -2.2635

---

6.
DFT (the ωB97M-V functional and the def2-TZVPD basis) results for one molecule with the formula C4H5NO2.

The value obtained for the lowest unoccupied orbital energy is 0.3 eV. The HOMO-LUMO gap is 9.116 eV. The calculation puts the HOMO energy at -8.77 eV.

Geometry (Å):
O1 -0.6525 -2.8676 0.2141
C1 0.0738 -1.9556 -0.0906
C2 -0.1278 -0.5745 0.4586
C3 1.0574 0.1672 0.9626
N1 0.3376 0.5412 -0.4070
C4 -0.4995 1.6840 -0.5231
O2 -0.3507 2.4966 -1.3906
H1 0.9530 -2.0969 -0.7537
H2 -1.1529 -0.4287 0.8111
H3 0.9141 0.3720 -1.2260
H4 0.7053 0.9354 1.6698
H5 -1.2578 1.7270 0.2748

---

For reference, max |F| by record: 3.91; 7.32; 0.92; 7.18; 7.31; 0.66 eV Å⁻¹.
For reference, energy relative to the best compared isomer or geometry (same formula, charge and spin) by record: 0.0; 184.5; 190.2; 431.0; 496.3; 410.4 kJ/mol.